ORCA calculation (ωB97M-V with the def2-TZVPD basis set) on C3H2KO2 as an isolated structure in a non-equilibrium geometry.

XYZ file:
```
8
C3H2KO2, DFT ωB97M-V with the def2-TZVPD basis set
O -1.35 0.22 -1.27
C -0.46 1.11 -0.95
C 0.33 0.97 0.23
C 1.62 0.79 0.52
O 2.50 0.88 1.33
K -1.37 -1.91 -0.19
H -0.47 2.14 0.05
H 0.11 1.60 -1.78
```

## Properties
maximum force	2.9	eV Å⁻¹
E_HOMO (spin up / spin down)	-6.24 / -7.80	eV
2S+1	2
expectation value of S²	0.762
HOMO-LUMO gap (spin up / spin down)	5.415 / 6.925	eV

=====

ORCA calculation (ωB97M-V with the def2-TZVPD basis set) on C3H2LaO3 as an isolated structure in a non-equilibrium geometry.

XYZ file:
```
9
C3H2LaO3, DFT ωB97M-V with the def2-TZVPD basis set
O -1.04 4.34 2.70
C -0.88 3.42 2.06
O -1.21 -0.62 -0.72
C -0.35 -1.50 -1.25
C 0.95 -1.51 -0.79
O 1.38 -0.53 0.06
H -0.37 -2.67 -1.03
La -0.18 1.09 0.37
H 1.71 -2.02 -1.40
```

## Properties
maximum force	4.6	eV Å⁻¹
E_HOMO	-11.12	eV
net charge	+1
HOMO-LUMO gap	5.701	eV